Computed, not measured: C40H70N10 as an isolated structure in a non-equilibrium geometry, with ωB97M-V/def2-TZVPD.

Element x y z (Å)
C: 12.901 3.223 13.177
C: 11.411 3.335 12.739
C: 10.455 2.936 13.841
C: 10.396 1.492 14.076
N: 10.259 0.350 14.208
H: 13.514 3.645 12.380
H: 13.185 2.180 13.311
H: 13.130 3.809 14.067
H: 11.231 2.751 11.836
H: 11.154 4.349 12.433
H: 9.463 3.319 13.603
H: 10.817 3.476 14.716
C: 9.628 8.258 11.446
C: 10.527 8.302 12.632
C: 11.607 9.439 12.491
C: 11.095 10.803 12.570
N: 10.668 11.883 12.671
H: 8.861 9.030 11.508
H: 9.087 7.311 11.436
H: 10.216 8.348 10.533
H: 11.013 7.335 12.759
H: 9.894 8.434 13.509
H: 12.064 9.248 11.521
H: 12.367 9.353 13.268
C: 7.223 1.018 11.362
C: 8.583 1.474 11.945
C: 9.863 0.707 11.437
C: 9.954 0.591 9.947
N: 10.020 0.554 8.803
H: 6.851 0.216 12.000
H: 7.315 0.568 10.374
H: 6.517 1.839 11.235
H: 8.591 1.509 13.034
H: 8.713 2.502 11.606
H: 9.851 -0.263 11.934
H: 10.751 1.232 11.788
C: 6.910 6.179 10.116
C: 8.110 7.189 9.882
C: 9.136 6.695 8.955
C: 8.702 6.340 7.590
N: 8.319 6.005 6.537
H: 7.281 5.177 10.330
H: 6.232 6.056 9.272
H: 6.274 6.480 10.948
H: 8.597 7.348 10.844
H: 7.741 8.172 9.590
H: 9.621 5.773 9.275
H: 9.916 7.426 8.742
C: 7.271 7.552 11.888
C: 7.610 8.120 13.286
C: 6.519 8.008 14.398
C: 5.871 6.710 14.548
N: 5.323 5.697 14.700
H: 8.018 7.839 11.147
H: 6.329 7.962 11.523
H: 7.170 6.467 11.890
H: 7.877 9.174 13.206
H: 8.582 7.746 13.605
H: 5.750 8.749 14.181
H: 6.926 8.247 15.380
C: 7.429 4.069 14.192
C: 7.735 3.384 12.828
C: 7.669 4.455 11.706
C: 8.609 5.558 11.870
N: 9.355 6.396 11.975
H: 6.711 4.886 14.116
H: 8.348 4.480 14.610
H: 7.074 3.417 14.990
H: 6.982 2.622 12.631
H: 8.747 2.979 12.832
H: 6.659 4.814 11.507
H: 7.834 4.036 10.714
C: 5.215 6.489 11.982
C: 3.828 6.024 12.379
C: 2.787 7.138 12.230
C: 2.412 7.461 10.824
N: 2.139 7.675 9.745
H: 5.320 7.518 12.327
H: 5.380 6.560 10.907
H: 6.004 5.914 12.467
H: 3.805 5.579 13.374
H: 3.526 5.195 11.740
H: 3.171 8.017 12.747
H: 1.859 6.833 12.715
C: 2.647 3.352 13.438
C: 3.907 3.081 14.209
C: 4.951 4.169 13.967
C: 5.522 4.071 12.634
N: 5.924 4.007 11.576
H: 2.001 2.483 13.564
H: 2.760 3.520 12.367
H: 2.189 4.248 13.858
H: 4.321 2.119 13.908
H: 3.572 3.043 15.246
H: 5.817 4.089 14.624
H: 4.537 5.175 14.039
C: 8.772 1.253 15.654
C: 7.460 1.753 16.269
C: 6.252 1.047 15.651
C: 6.184 0.967 14.197
N: 6.111 0.890 13.048
H: 9.548 1.916 16.036
H: 8.781 1.293 14.565
H: 9.055 0.223 15.875
H: 7.318 2.805 16.020
H: 7.329 1.694 17.350
H: 5.291 1.460 15.959
H: 6.290 0.041 16.068
C: 12.200 6.062 15.745
C: 11.612 6.536 14.373
C: 10.128 6.068 14.170
C: 9.226 6.790 15.102
N: 8.520 7.388 15.795
H: 13.165 6.550 15.881
H: 12.347 4.982 15.748
H: 11.567 6.350 16.584
H: 12.257 6.051 13.641
H: 11.682 7.620 14.285
H: 10.066 4.980 14.193
H: 9.847 6.325 13.149

* total charge: 0
* E_tot: -2111.602220 Ha

Atom charges from the Mulliken analysis, given in e for atoms 1 to 8:
1. C -1.92
2. C -0.62
3. C 0.33
4. C -0.04
5. N -0.78
6. H 0.47
7. H 0.44
8. H 0.26



Computed, not measured: C40H72Br20ClFN7S2 as an isolated structure in a non-equilibrium geometry, with ωB97M-V/def2-TZVPD.

Element x y z (Å)
C: 0.928 0.903 2.852
C: 1.447 -0.268 2.346
C: 0.655 -1.252 1.466
C: 1.683 -1.585 0.325
C: 1.817 -0.588 -0.848
C: 2.683 -1.292 -1.955
Cl: 2.709 0.918 -0.424
C: 0.368 -2.678 2.089
C: -0.072 -2.615 3.558
C: 1.193 -2.690 4.453
F: -0.723 -1.429 3.909
N: -0.637 -3.117 1.062
C: -0.916 -4.525 1.443
C: -1.542 -2.057 1.163
N: -2.843 -1.972 1.219
C: -3.693 -3.171 1.110
C: -3.553 -3.741 -0.321
N: -3.515 -4.962 -0.621
C: -3.580 -0.691 1.383
C: -4.525 -0.387 0.200
C: -3.776 0.303 -0.956
S: -4.606 1.750 -1.725
C: -3.572 3.111 -1.156
S: -4.262 4.444 -0.575
N: -2.117 3.036 -1.146
C: -1.108 3.469 -2.116
C: 0.070 3.132 -1.520
N: -0.112 2.549 -0.266
C: -1.373 2.547 -0.101
N: -0.732 -0.917 1.184
N: -1.023 0.084 0.237
H: 0.220 0.853 3.683
H: 1.281 1.852 2.432
H: 2.493 -0.497 2.575
H: 1.556 -2.580 -0.127
H: 2.674 -1.626 0.803
H: 0.874 -0.361 -1.354
H: 2.504 -2.372 -1.997
H: 3.737 -1.044 -1.803
H: 2.351 -0.899 -2.929
H: 1.341 -3.163 1.988
H: -0.703 -3.448 3.894
H: 1.903 -3.405 4.014
H: 1.663 -1.711 4.590
H: 0.918 -3.106 5.437
H: 0.032 -4.992 1.734
H: -1.269 -5.112 0.586
H: -1.615 -4.686 2.272
H: -3.496 -3.918 1.882
H: -4.751 -2.897 1.211
H: -3.507 -3.016 -1.149
H: -3.566 -5.508 0.246
H: -2.925 0.138 1.647
H: -4.230 -0.852 2.260
H: -5.287 0.313 0.577
H: -5.082 -1.255 -0.172
H: -3.602 -0.455 -1.736
H: -2.802 0.682 -0.642
H: -1.269 3.951 -3.067
H: 1.079 3.261 -1.896
H: -1.967 2.188 0.735
H: -0.290 0.787 0.204
H: -1.219 -0.314 -0.679
Br: -1.011 5.729 -0.791
C: -0.893 7.682 -0.649
C: 0.532 8.155 -0.712
Br: 1.460 7.849 0.976
H: -1.394 7.966 0.273
H: -1.458 8.062 -1.496
H: 0.572 9.231 -0.866
H: 1.112 7.659 -1.486
Br: 3.145 -6.678 -1.248
C: 1.663 -7.901 -1.566
C: 0.656 -7.306 -2.513
Br: -0.450 -5.973 -1.623
H: 1.244 -8.146 -0.596
H: 2.115 -8.792 -1.998
H: -0.040 -8.068 -2.860
H: 1.110 -6.818 -3.370
Br: -2.758 2.284 3.177
C: -2.558 2.493 5.102
C: -2.353 1.170 5.794
Br: -4.023 0.179 5.952
H: -3.438 3.023 5.451
H: -1.682 3.128 5.226
H: -2.019 1.328 6.818
H: -1.649 0.520 5.282
Br: 3.939 2.486 2.754
C: 4.084 4.211 1.865
C: 2.998 4.403 0.845
Br: 3.353 3.393 -0.780
H: 5.082 4.262 1.441
H: 3.994 4.947 2.659
H: 2.951 5.442 0.528
H: 2.018 4.092 1.200
Br: -1.488 -2.194 -3.116
C: -2.223 -0.951 -4.432
C: -1.425 0.331 -4.493
Br: -1.828 1.461 -2.941
H: -3.262 -0.791 -4.159
H: -2.179 -1.482 -5.381
H: -1.709 0.911 -5.370
H: -0.350 0.174 -4.499
Br: 6.904 4.750 3.896
C: 7.471 6.296 2.853
C: 6.842 7.569 3.356
Br: 4.982 7.723 2.797
H: 7.229 6.083 1.816
H: 8.552 6.334 2.971
H: 7.338 8.436 2.924
H: 6.853 7.651 4.439
Br: -2.588 -3.729 -6.971
C: -4.439 -3.648 -7.569
C: -4.681 -2.441 -8.435
Br: -4.810 -0.816 -7.368
H: -5.059 -3.665 -6.678
H: -4.596 -4.564 -8.134
H: -5.639 -2.524 -8.946
H: -3.897 -2.278 -9.167
Br: -2.772 -3.873 6.770
C: -1.920 -5.393 7.647
C: -0.426 -5.350 7.478
Br: 0.086 -5.907 5.685
H: -2.372 -6.290 7.235
H: -2.189 -5.305 8.698
H: 0.060 -6.057 8.147
H: -0.007 -4.361 7.636
Br: 8.780 -7.994 -2.248
C: 7.013 -7.331 -2.723
C: 6.919 -5.839 -2.550
Br: 6.744 -5.350 -0.674
H: 6.297 -7.874 -2.114
H: 6.878 -7.603 -3.768
H: 6.020 -5.455 -3.029
H: 7.785 -5.309 -2.934
Br: -1.019 7.254 -4.088
C: -1.821 8.549 -5.302
C: -1.095 9.866 -5.247
Br: -1.562 10.865 -3.642
H: -2.869 8.628 -5.032
H: -1.736 8.106 -6.292
H: -1.394 10.503 -6.077
H: -0.015 9.757 -5.249

* total charge: +1
* E_tot: -54786.792308 Ha

Atom charges from the Mulliken analysis, given in e for atoms 1 to 8:
1. C -0.29
2. C -0.86
3. C 1.48
4. C -2.13
5. C 1.39
6. C -1.43
7. Cl 0.05
8. C -2.08



Computed, not measured: C40H72IN4O3PS2V as an isolated structure in a non-equilibrium geometry, with ωB97M-V/def2-TZVPD.

Element x y z (Å)
V: 0.795 -0.927 0.883
C: -2.282 -2.499 1.301
N: -1.891 -1.086 1.228
C: -2.309 -0.417 2.465
C: -2.635 -0.502 0.104
C: -2.183 0.897 -0.231
N: -0.790 0.939 -0.665
C: -0.655 0.516 -2.067
C: -0.914 -0.926 -2.415
C: -1.692 -1.228 -3.517
C: -1.850 -2.539 -3.956
C: -1.165 -3.531 -3.268
C: -0.357 -3.293 -2.149
C: -0.291 -1.965 -1.731
O: 0.428 -1.559 -0.628
C: 0.475 -4.428 -1.538
C: 0.204 -4.607 -0.042
C: 0.180 -5.780 -2.197
C: 1.957 -4.103 -1.776
C: -2.710 -2.830 -5.184
C: -2.046 -2.195 -6.415
C: -4.107 -2.224 -4.993
C: -2.869 -4.330 -5.436
C: -0.295 2.320 -0.617
C: -0.404 2.995 0.728
C: -0.948 4.279 0.739
C: -1.083 5.007 1.904
C: -0.665 4.400 3.086
C: -0.115 3.126 3.154
C: 0.006 2.439 1.933
O: 0.567 1.152 1.977
C: 0.328 2.556 4.515
C: -0.619 1.423 4.932
C: 1.775 2.053 4.472
C: 0.264 3.618 5.618
C: -1.659 6.422 1.948
C: -2.906 6.435 2.841
C: -0.605 7.377 2.527
C: -2.053 6.925 0.560
H: -3.368 -2.595 1.446
H: -1.778 -2.986 2.130
H: -2.017 -2.996 0.368
H: -3.403 -0.458 2.572
H: -2.000 0.626 2.463
H: -1.861 -0.920 3.317
H: -3.708 -0.476 0.346
H: -2.525 -1.163 -0.751
H: -2.280 1.530 0.649
H: -2.847 1.327 -0.998
H: 0.373 0.740 -2.358
H: -1.319 1.134 -2.691
H: -2.181 -0.412 -4.038
H: -1.251 -4.547 -3.618
H: -0.831 -4.914 0.130
H: 0.402 -3.710 0.539
H: 0.856 -5.386 0.356
H: -0.874 -6.056 -2.115
H: 0.764 -6.548 -1.687
H: 0.467 -5.798 -3.250
H: 2.242 -3.147 -1.341
H: 2.168 -4.067 -2.848
H: 2.587 -4.878 -1.330
H: -1.946 -1.114 -6.300
H: -2.644 -2.386 -7.309
H: -1.048 -2.611 -6.574
H: -4.072 -1.136 -4.917
H: -4.579 -2.611 -4.087
H: -4.743 -2.475 -5.844
H: -1.915 -4.806 -5.674
H: -3.533 -4.484 -6.288
H: -3.304 -4.840 -4.574
H: -0.864 2.935 -1.330
H: 0.732 2.313 -0.984
H: -1.267 4.694 -0.208
H: -0.765 4.960 4.003
H: -0.691 0.650 4.169
H: -1.633 1.797 5.099
H: -0.268 0.966 5.860
H: 1.914 1.164 3.863
H: 2.117 1.813 5.481
H: 2.457 2.799 4.065
H: -0.752 3.979 5.794
H: 0.910 4.469 5.397
H: 0.617 3.170 6.548
H: -2.672 6.133 3.864
H: -3.668 5.754 2.455
H: -3.333 7.441 2.879
H: -0.327 7.102 3.546
H: -0.997 8.397 2.551
H: 0.301 7.372 1.919
H: -2.832 6.304 0.109
H: -1.198 6.954 -0.118
H: -2.446 7.941 0.641
I: 4.905 1.622 2.510
C: 1.673 0.859 1.129
H: 2.585 0.685 1.721
H: 1.862 1.577 0.346
C: 3.575 -0.853 -3.276
P: 3.110 0.627 -2.291
C: 4.715 1.008 -1.503
C: 3.104 1.907 -3.614
H: 4.354 -0.617 -4.005
H: 2.707 -1.263 -3.798
H: 3.949 -1.619 -2.594
H: 5.529 0.971 -2.233
H: 4.922 0.310 -0.691
H: 4.690 1.997 -1.043
H: 4.061 1.938 -4.140
H: 2.915 2.889 -3.177
H: 2.312 1.702 -4.339
C: 5.098 -4.902 1.154
O: 4.526 -3.651 0.748
C: 3.435 -3.204 1.354
S: 2.631 -4.076 2.514
S: 3.096 -1.615 0.755
H: 5.960 -5.033 0.508
H: 4.380 -5.709 1.021
H: 5.397 -4.855 2.199
N: 0.113 -2.400 3.695
N: 0.891 -1.392 3.021
H: 0.401 -2.394 4.670
H: 0.466 -3.276 3.318
H: 1.888 -1.589 3.149
H: 0.699 -0.500 3.470

* total charge: 0
* E_tot: -4391.511078 Ha
* multiplicity: 2

Atom charges from the Mulliken analysis, given in e for atoms 1 to 8:
1. V 0.95
2. C -1.02
3. N 1.18
4. C -1.50
5. C -1.57
6. C -1.22
7. N 1.88
8. C -1.35